--- A ---
C9H18N2O3 | ωB97M-V with the def2-TZVPD basis set

Calculated values
Highest occupied orbital energy   -9.79 eV
Structure (SMILES)   CC[C@H](C)[C@H](NC(=O)[C@H](C)N)C(=O)O

```
! wB97M-V def2-TZVPD RIJCOSX def2/J DEFGRID3
* xyz 0 1
C -1.330 -0.641 1.897
C -2.355 -1.050 0.861
C -2.379 0.015 -0.411
C -3.069 -0.729 -1.478
C -1.055 0.769 -0.697
N 0.210 0.087 -0.744
C 1.280 0.024 0.172
O 1.325 -0.024 1.358
C 2.686 -0.210 -0.568
C 3.665 -0.988 0.356
N 3.192 1.180 -0.736
C -0.877 2.010 0.263
O -1.775 2.509 0.800
O 0.304 2.576 0.328
H -1.236 -1.532 2.564
H -0.378 -0.385 1.548
H -1.754 0.138 2.398
H -2.031 -2.022 0.491
H -3.382 -0.985 1.174
H -3.175 0.749 -0.160
H -2.502 -1.630 -1.657
H -2.880 -0.135 -2.449
H -4.082 -0.949 -1.475
H -1.270 1.190 -1.676
H 0.033 -0.534 -1.554
H 2.612 -0.637 -1.529
H 3.260 -2.016 0.701
H 3.783 -0.338 1.201
H 4.567 -1.183 -0.242
H 3.304 1.411 0.263
H 4.166 1.275 -1.061
H 1.142 2.055 0.063
*
```


--- B ---
C9H18N2O3 | ωB97M-V with the def2-TZVPD basis set

Calculated values
Highest occupied orbital energy   -9.26 eV
Structure (SMILES)   CC[C@H](C)[C@H](N)C(=O)N[C@@H](C)C(=O)O

```
! wB97M-V def2-TZVPD RIJCOSX def2/J DEFGRID3
* xyz 0 1
C 3.477 -0.556 0.028
C 2.626 0.221 -1.070
C 1.369 0.883 -0.545
C 1.703 2.126 0.302
C 0.277 -0.027 0.092
N 0.733 -0.764 1.293
C -0.282 -1.101 -0.900
O 0.527 -1.704 -1.576
N -1.576 -1.445 -0.842
C -2.749 -0.858 -0.165
C -2.475 -0.796 1.353
C -3.093 0.549 -0.625
O -2.316 1.240 -1.264
O -4.319 0.908 -0.266
H 3.845 0.084 0.840
H 4.347 -0.970 -0.438
H 2.906 -1.350 0.535
H 3.256 0.983 -1.547
H 2.353 -0.575 -1.774
H 0.882 1.313 -1.466
H 2.387 2.801 -0.221
H 2.197 1.834 1.238
H 0.777 2.752 0.532
H -0.513 0.706 0.271
H 0.515 -0.367 2.186
H 0.209 -1.616 1.397
H -1.732 -2.055 -1.625
H -3.648 -1.445 -0.292
H -3.384 -0.343 1.871
H -2.389 -1.851 1.764
H -1.460 -0.352 1.643
H -4.450 1.774 -0.730
*
```


Top of the stability list: B, leading by 50.6 kcal/mol.